# 1
Here is the molecule C21H28N2O5 from the Open Molecules 2025 dataset. Energies are from ωB97M-V with the def2-TZVPD basis set.

Cartesian coordinates (Å):
C -3.83353 -3.90681 1.32390
H -3.21811 -4.37330 0.55201
O -3.12916 -2.90728 2.02396
C -2.73370 -1.75473 1.40748
C -2.16717 -0.81856 2.26707
C -1.69827 0.39820 1.81452
C -1.80917 0.73217 0.47296
C -2.38557 -0.19114 -0.38893
C -2.82230 -1.43759 0.03967
O -3.32925 -2.37371 -0.82535
C -3.27400 -2.10986 -2.20979
H -3.58057 -3.03809 -2.69045
H -3.97159 -1.31410 -2.49224
H -2.26387 -1.84365 -2.53337
H -2.46876 0.04809 -1.43376
C -1.33780 2.08877 -0.01057
N -2.38485 3.11181 -0.07508
C -3.53415 2.75529 -0.88192
H -3.21405 2.48708 -1.88513
H -4.11819 1.92613 -0.45721
H -4.18078 3.62953 -0.95558
C -2.80416 3.54941 1.24075
H -3.48525 4.39192 1.12519
H -1.93504 3.88528 1.80461
H -3.31613 2.76297 1.81445
C -0.59765 2.00976 -1.35981
N 0.51830 1.10143 -1.28164
C 0.54669 -0.08957 -1.89017
O -0.29824 -0.50099 -2.66234
C 1.78274 -0.93069 -1.55957
O 2.61437 -0.22728 -0.67183
C 3.82702 -0.75771 -0.33133
C 4.30383 -1.99256 -0.72872
C 5.56024 -2.42110 -0.31930
C 6.33663 -1.61754 0.48600
C 5.86827 -0.37547 0.89538
C 4.61981 0.06652 0.49613
O 4.05792 1.26540 0.83230
C 4.79591 2.13578 1.65346
H 5.73708 2.43521 1.18064
H 5.00675 1.68727 2.62981
H 4.16788 3.01485 1.79039
H 6.49105 0.23875 1.52581
H 7.31370 -1.94552 0.80568
H 5.92011 -3.38708 -0.63788
H 3.70499 -2.63279 -1.35646
H 2.29920 -1.15769 -2.50225
H 1.43484 -1.87671 -1.12115
H 1.26132 1.30541 -0.62804
H -1.24164 1.64402 -2.15876
H -0.24655 3.01173 -1.62249
H -0.60963 2.46365 0.72102
H -1.24400 1.08616 2.51236
H -2.09502 -1.08652 3.30946
H -4.74528 -3.51496 0.86799
H -4.09522 -4.64955 2.07810

Forces on atoms 1 to 6 (eV/Å):
-0.256 -0.417 -0.128
-0.080 0.030 0.073
0.262 0.345 -0.029
0.026 0.073 0.148
-0.101 -0.189 -0.123
-0.033 -0.024 -0.138

Calculated values
SMILES string: COc1ccc([C@@H](CNC(=O)COc2ccccc2OC)N(C)C)cc1OC
HOMO-LUMO gap: 8.46 eV
total charge: 0
largest force on an atom: 0.59 eV/A
HOMO level: -7.8 eV

These are the Löwdin partial charges, in e, on atoms 1 to 5: atom 1 (C): -0.08, atom 2 (H): 0.09, atom 3 (O): -0.07, atom 4 (C): -0.20, atom 5 (C): 0.00

# 2
Here is the molecule C21H28N2O5 at a distorted geometry from the Open Molecules 2025 dataset. Energies are from ωB97M-V with the def2-TZVPD basis set.

Cartesian coordinates (Å):
C 1.41430 7.51911 -2.18443
H 1.61452 7.87996 -1.15212
C 1.81910 6.00207 -2.36699
C 1.44504 5.57474 -3.70311
O 1.87692 4.43444 -3.85232
C 1.52158 3.29811 -3.35432
C 0.50005 3.33167 -2.55037
C -0.29649 2.07812 -2.08972
C 0.38204 0.88925 -2.35832
C 1.59692 0.83035 -3.02623
C 2.10320 1.89642 -3.79947
H 2.89544 2.03098 -4.37988
H 2.02510 0.02826 -3.13466
N -0.02439 -0.44595 -1.79427
C 0.63465 -1.24985 -1.12129
O 2.08153 -1.16580 -0.98060
C -0.07958 -2.37447 -0.49283
N 0.13255 -2.59104 0.79429
C -0.52976 -3.99510 1.35351
C -1.75519 -3.84274 1.84832
H -2.16851 -4.67545 2.37980
C -1.85506 -2.65082 2.72749
C -1.24661 -3.01574 4.08481
O -0.75187 -4.05519 4.45206
O -1.38459 -1.88583 4.76798
C -0.51478 -2.07625 6.21358
C -0.27980 -0.52168 6.94859
H 0.13353 -0.87866 7.67769
H 0.44377 0.04176 6.14821
H -1.19589 -0.17507 7.00928
H 0.41320 -2.57722 5.93399
H -1.21458 -2.58770 6.78605
C -1.53018 -1.37794 2.21703
C -0.12083 -1.39562 1.73665
H 0.21619 -0.52765 1.17182
H 0.56677 -1.83940 2.38902
H -1.70336 -0.50663 2.96661
H -1.97648 -1.11305 1.43635
H -3.06166 -2.54023 3.10508
H -2.47585 -3.72322 0.90705
H -0.19327 -4.71027 0.75169
H 0.48438 -4.11391 2.07396
C -1.47974 -1.99009 -1.21813
C -1.33097 -0.58650 -1.73375
O -2.30819 0.01603 -2.40253
H -2.34406 -2.10754 -0.26049
H -1.84180 -2.76609 -1.81477
H 0.25028 -3.36358 -0.91790
H -1.18855 2.01149 -1.49838
H -0.15834 4.17233 -2.52239
H 1.84099 6.15479 -4.58867
H 0.32715 5.54924 -3.88675
H 2.83653 6.03363 -2.27966
H 1.62233 5.50584 -1.49357
H 0.35046 7.50937 -2.12614
H 1.89341 8.08695 -3.03340

Forces on atoms 1 to 6 (eV/Å):
0.784 -1.123 0.547
0.784 0.046 -0.851
-0.478 5.939 0.321
-4.857 6.406 -0.555
6.849 -9.164 -4.775
1.270 -4.719 -1.777

Calculated values
SMILES string: CCCOc1ccc(N2C(=O)C[C@H](N3CCC(C(=O)OCC)CC3)C2=O)cc1
HOMO-LUMO gap: 8.40 eV
total charge: 0
largest force on an atom: 15.98 eV/A
HOMO level: -8.4 eV

These are the Löwdin partial charges, in e, on atoms 1 to 5: atom 1 (C): -0.07, atom 2 (H): 0.08, atom 3 (C): -0.22, atom 4 (C): -0.37, atom 5 (O): 0.00

# 3
Here is C21H28N3O9PPdS2 as an isolated structure at a distorted geometry from the Open Molecules 2025 dataset. Energies are from ωB97M-V with the def2-TZVPD basis set.

Cartesian coordinates (Å):
Pd 0.03168 -0.65839 0.15808
O 3.52664 1.97447 -0.43251
C 2.47552 1.33967 -0.28328
O 2.32109 0.09268 -0.16855
C 1.17231 2.15130 -0.25119
C 1.14032 3.52380 -0.07878
C -0.09029 4.16697 -0.08827
C -1.24396 3.42856 -0.28765
C -1.13378 2.05502 -0.42716
N 0.05049 1.45492 -0.40953
C -2.36148 1.14639 -0.56829
O -3.39881 1.67319 -0.98012
O -2.17506 -0.06611 -0.25005
H 2.07318 4.05333 0.05354
H -0.14712 5.23872 0.06575
H -2.22857 3.87242 -0.30538
C -1.47279 -4.13548 2.80042
C -0.33797 -4.80357 2.04610
C 0.12481 -6.09926 2.69521
O -0.80227 -5.11413 0.72794
P -0.07148 -4.63228 -0.62052
S -0.59471 -5.93232 -1.99384
S -0.60764 -2.71652 -1.04979
O 1.45821 -4.85134 -0.13727
C 2.72622 -4.47444 -0.72309
C 3.39308 -3.46530 0.18819
C 2.67028 -3.99010 -2.16904
H -1.15821 -3.91157 3.82272
H -2.35108 -4.78449 2.83013
H -1.74328 -3.20372 2.30131
H 0.49585 -4.11170 1.98695
H -0.70844 -6.80162 2.77810
H 0.53087 -5.90450 3.69071
H 0.89954 -6.55237 2.07637
H 3.29912 -5.40856 -0.69849
H 2.78175 -2.57491 0.26812
H 4.36172 -3.16614 -0.21527
H 3.52589 -3.87304 1.19251
H 2.36468 -2.94757 -2.21136
H 1.96855 -4.59235 -2.74638
H 3.66281 -4.08049 -2.61633
C 1.15340 2.96639 4.59790
C -0.22648 2.53861 5.10100
C -0.61398 1.13507 4.60817
C -2.04029 0.77688 5.08266
C -2.54070 -0.58286 4.59146
C 0.34069 0.13211 5.21962
O 0.61260 0.11588 6.40904
N 0.85969 -0.78102 4.35890
C 0.68664 -0.79653 2.95754
O 1.27365 -1.68345 2.34871
N -0.06595 0.14256 2.36831
C -0.64862 1.14769 3.06381
O -1.25550 2.05877 2.52820
H 1.38601 3.98454 4.91401
H 1.18765 2.93509 3.50774
H 1.92970 2.30271 4.98501
H -0.98182 3.23626 4.73943
H -0.24153 2.53578 6.19253
H -2.70287 1.56073 4.71094
H -2.05064 0.80377 6.17552
H -2.51744 -0.63847 3.50200
H -3.57164 -0.74024 4.91185
H -1.93436 -1.39865 4.99009
H 1.48840 -1.47919 4.72281

Forces on atoms 1 to 6 (eV/Å):
-0.414 1.169 0.143
-0.038 0.075 0.070
-0.040 -0.150 0.030
-0.072 -0.277 0.087
0.236 -0.088 -0.092
-0.022 0.062 -0.075

Calculated values
HOMO-LUMO gap (spin up / spin down): 7.20 / 6.88 eV
2S+1: 3
total charge: -2
largest force on an atom: 1.25 eV/A
HOMO level (spin up / spin down): -2.7 / -2.8 eV

These are the Löwdin partial charges, in e, on atoms 1 to 5: atom 1 (Pd): 0.90, atom 2 (O): -0.02, atom 3 (C): -0.65, atom 4 (O): -0.10, atom 5 (C): -0.18

# 4
Here is the molecule C21H28N4O4S at a distorted geometry from the Open Molecules 2025 dataset. Energies are from ωB97M-V with the def2-TZVPD basis set.

Cartesian coordinates (Å):
C 2.61002 5.96189 2.90608
C 3.40734 4.98205 3.76251
O 2.69382 3.79375 4.03782
C 2.56393 2.83843 3.08016
C 1.76749 1.74424 3.42972
C 1.56894 0.70239 2.55207
C 2.16372 0.73041 1.29377
C 2.97301 1.80326 0.94898
C 3.16878 2.85527 1.82716
H 3.80612 3.66975 1.52123
H 3.46096 1.81789 -0.01432
N 1.98645 -0.35624 0.40108
C 1.43920 -0.26030 -0.82656
O 1.30830 -1.24544 -1.54477
C 0.95759 1.10515 -1.28877
H 0.78848 1.75839 -0.43436
C -0.34048 0.90827 -2.07052
C -1.40246 0.37472 -1.15326
O -1.28938 0.27153 0.04617
N -2.58432 -0.03740 -1.74035
C -2.95530 -0.02748 -3.05254
N -2.30278 0.47414 -4.03946
C -2.96170 0.30701 -5.21271
C -4.15203 -0.33376 -5.13495
S -4.49494 -0.77078 -3.50133
H -4.84211 -0.57418 -5.91662
H -2.51095 0.68602 -6.11109
H -3.26231 -0.41746 -1.08842
H -0.68854 1.83968 -2.51851
H -0.18524 0.19149 -2.87903
H 1.71211 1.54695 -1.94141
C 2.37900 -1.67097 0.89488
H 3.13287 -1.53824 1.67197
H 2.79847 -2.23670 0.05763
C 1.19069 -2.45337 1.48844
O 1.10486 -2.67351 2.68080
N 0.31969 -2.84564 0.55185
H 0.50918 -2.55669 -0.40166
C -0.97165 -3.48082 0.80878
C -1.66139 -3.64033 -0.54562
H -2.64323 -4.08913 -0.41883
H -1.07121 -4.27810 -1.20019
H -1.77904 -2.67050 -1.02432
C -0.74352 -4.84891 1.45649
H -1.69574 -5.33048 1.66219
H -0.16011 -5.48788 0.79713
H -0.20191 -4.72321 2.38950
C -1.80383 -2.58532 1.73119
H -1.33386 -2.53188 2.70894
H -2.80768 -2.98665 1.84463
H -1.85967 -1.57884 1.32238
H 0.95629 -0.13729 2.83701
H 1.31312 1.73698 4.40731
H 4.37594 4.75559 3.29981
H 3.59288 5.41903 4.74774
H 2.38823 5.53578 1.93071
H 1.66990 6.19822 3.39794
H 3.17871 6.87783 2.77117

Forces on atoms 1 to 6 (eV/Å):
0.100 -0.362 0.191
0.102 0.422 -0.142
-0.152 -0.235 0.051
-0.104 -0.244 -0.063
0.134 0.225 0.033
0.045 0.106 -0.171

Calculated values
SMILES string: CCOc1ccc(N(CC(=O)NC(C)(C)C)C(=O)CCC(=O)Nc2nccs2)cc1
HOMO-LUMO gap: 8.83 eV
total charge: 0
largest force on an atom: 1.21 eV/A
HOMO level: -8.3 eV

These are the Löwdin partial charges, in e, on atoms 1 to 5: atom 1 (C): -0.06, atom 2 (C): -0.25, atom 3 (O): -0.05, atom 4 (C): -0.27, atom 5 (C): 0.02